1.
Molecular formula: C3H2BrClO
Method: DFT, the ωB97M-V functional and the def2-TZVPD basis

Properties
energy above the lowest of the compared OMol25 structures with the same formula, charge and spin = 113.4 kJ/mol
calculated total energy = -3224.8849 hartree
structure (SMILES) = O=C/C(Br)=C/Cl
HOMO-LUMO gap (spin up / spin down) = 8.2 / 8.2 eV

```
! wB97M-V def2-TZVPD RIJCOSX def2/J DEFGRID3
* xyz 0 1
C -1.39772 -0.00389 0.61667
C 0.71625 -1.50325 0.18935
C -0.57322 -1.27179 0.77160
O 1.14480 -2.61488 0.02392
Cl -2.77945 0.27743 1.55036
Br -1.46837 -2.67279 1.55678
H -1.20223 0.84045 -0.07943
H 1.13689 -0.54445 -0.03891
*
```

2.
Molecular formula: C3H2BrN2O2
Method: DFT, the ωB97M-V functional and the def2-TZVPD basis

Properties
energy above the lowest of the compared OMol25 structures with the same formula, charge and spin = 94.0 kJ/mol
calculated total energy = -2949.4778 hartree
HOMO-LUMO gap (spin up / spin down) = 6.8 / 6.8 eV

```
! wB97M-V def2-TZVPD RIJCOSX def2/J DEFGRID3
* xyz -1 1
C -0.17336 -1.59848 -0.00578
C 1.45892 0.03030 0.80358
C -0.70626 0.74463 0.01805
N -1.00673 -0.59889 -0.22192
N 0.49706 1.00513 0.30962
O -0.34063 -2.82574 -0.06684
O -1.61408 1.54874 -0.25336
Br 3.06026 0.14487 -0.46833
H -1.99448 -0.47396 -0.56449
H 0.81931 2.02340 0.44948
*
```